1.
A 3-piece molecular cluster, C4H13NO2 overall in a non-equilibrium geometry. Source: OMol25; level of theory: the ωB97M-V functional and the def2-TZVPD basis.

Multiplicity: 1
LUMO in eV: 0.6018
SMILES string: C1CCNC1.O.O
HOMO level in eV: -8.10
M in g mol⁻¹: 107.2

Last columns: bonded neighbours and bond lengths (Å).
Cartesian coordinates (Å):
1 C -0.490 -0.177 -0.112  C2 1.522, C5 1.542, H6 1.092, H7 1.096
2 C 0.653 0.619 -0.724  C1 1.522, C3 1.549, H8 1.088, H9 1.109
3 C 0.032 2.037 -0.701  C2 1.549, N4 1.483, H10 1.091, H11 1.091
4 N -0.862 2.076 0.480  C3 1.483, C5 1.479, H12 1.007
5 C -1.156 0.708 0.962  C1 1.542, N4 1.479, H13 1.095, H14 1.083
6 H -0.263 -1.132 0.368  C1 1.092
7 H -1.187 -0.582 -0.855  C1 1.096
8 H 0.866 0.231 -1.718  C2 1.088
9 H 1.508 0.436 -0.041  C2 1.109
10 H 0.748 2.852 -0.584  C3 1.091
11 H -0.597 2.232 -1.572  C3 1.091
12 H -0.476 2.532 1.291  N4 1.007
13 H -2.200 0.415 0.816  C5 1.095
14 H -0.842 0.433 1.960  C5 1.083
15 O -0.878 -3.063 -0.830  H16 0.963, H17 0.957
16 H -1.093 -3.075 -1.768  O15 0.963
17 H -1.077 -3.918 -0.447  O15 0.957
18 O 2.236 -0.978 0.938  H19 0.966, H20 0.964
19 H 3.002 -0.404 1.063  O18 0.966
20 H 2.630 -1.827 0.704  O18 0.964

Atom charges from the natural (NBO) analysis, given in e for atoms 1 to 8:
1. C -0.412
2. C -0.447
3. C -0.223
4. N -0.637
5. C -0.238
6. H 0.230
7. H 0.192
8. H 0.203

2.
A 2-piece molecular cluster, C48H51N6 overall in a non-equilibrium geometry. Source: OMol25; level of theory: the ωB97M-V functional and the def2-TZVPD basis.

Multiplicity: 1
LUMO in eV: -3.7650
HOMO level in eV: -9.04
Total charge: +1
M in g mol⁻¹: 712.0

Last columns: bonded neighbours and bond lengths (Å).
Cartesian coordinates (Å):
1 C -2.590 3.759 6.172  N2 1.449, H28 1.097, H29 1.095, H30 1.101
2 N -3.488 2.835 5.510  C1 1.449, C3 1.448, C4 1.363
3 C -4.406 2.134 6.383  N2 1.448, H31 1.095, H32 1.096, H33 1.101
4 C -3.456 2.636 4.162  N2 1.363, C5 1.423, C27 1.421
5 C -4.388 1.776 3.516  C4 1.423, C6 1.385, H34 1.090
6 C -4.299 1.524 2.158  C5 1.385, C7 1.420, H35 1.090
7 C -3.305 2.141 1.352  C6 1.420, C8 1.458, C26 1.423
8 C -3.132 1.817 -0.059  C7 1.458, C9 1.418, C17 1.466
9 C -3.611 0.592 -0.588  C8 1.418, C10 1.388, H36 1.094
10 C -3.553 0.207 -1.920  C9 1.388, C11 1.444, H37 1.082
11 C -4.452 -0.738 -2.539  C10 1.444, C12 1.421, C16 1.419
12 C -4.487 -0.866 -3.954  C11 1.421, C13 1.391, H38 1.093
13 C -5.340 -1.774 -4.572  C12 1.391, C14 1.404, H39 1.093
14 C -6.210 -2.561 -3.800  C13 1.404, C15 1.402, H40 1.091
15 C -6.216 -2.425 -2.405  C14 1.402, C16 1.396, H41 1.091
16 C -5.356 -1.523 -1.777  C11 1.419, C15 1.396, H42 1.091
17 C -2.458 2.789 -0.926  C8 1.466, C18 1.408, C25 1.420
18 C -1.460 2.391 -1.836  C17 1.408, C19 1.384, H43 1.089
19 C -0.836 3.292 -2.680  C18 1.384, C20 1.420, H44 1.092
20 C -1.171 4.671 -2.625  C19 1.420, N21 1.365, C24 1.422
21 N -0.538 5.574 -3.429  C20 1.365, C22 1.448, C23 1.450
22 C -1.027 6.927 -3.599  N21 1.448, H45 1.097, H46 1.102, H47 1.097
23 C 0.717 5.271 -4.088  N21 1.450, H48 1.096, H49 1.101, H50 1.098
24 C -2.173 5.088 -1.706  C20 1.422, C25 1.384, H51 1.091
25 C -2.786 4.169 -0.872  C17 1.420, C24 1.384, H52 1.092
26 C -2.422 3.051 1.998  C7 1.423, C27 1.381, H53 1.090
27 C -2.476 3.280 3.359  C4 1.421, C26 1.381, H54 1.090
28 H -2.493 4.695 5.608  C1 1.097
29 H -3.001 3.976 7.163  C1 1.095
30 H -1.584 3.331 6.305  C1 1.101
31 H -4.588 1.112 6.034  C3 1.095
32 H -3.961 2.100 7.384  C3 1.096
33 H -5.374 2.653 6.465  C3 1.101
34 H -5.178 1.306 4.101  C5 1.090
35 H -5.025 0.855 1.695  C6 1.090
36 H -4.088 -0.089 0.124  C9 1.094
37 H -2.915 0.741 -2.611  C10 1.082
38 H -3.826 -0.233 -4.552  C12 1.093
39 H -5.330 -1.864 -5.661  C13 1.093
40 H -6.872 -3.279 -4.286  C14 1.091
41 H -6.899 -3.027 -1.803  C15 1.091
42 H -5.371 -1.419 -0.692  C16 1.091
43 H -1.170 1.342 -1.867  C18 1.089
44 H -0.093 2.935 -3.396  C19 1.092
45 H -2.122 6.953 -3.543  C22 1.097
46 H -0.618 7.604 -2.831  C22 1.102
47 H -0.707 7.294 -4.582  C22 1.097
48 H 1.259 4.486 -3.548  C23 1.096
49 H 0.564 4.940 -5.127  C23 1.101
50 H 1.334 6.178 -4.111  C23 1.098
51 H -2.430 6.145 -1.632  C24 1.091
52 H -3.553 4.513 -0.175  C25 1.092
53 H -1.652 3.558 1.418  C26 1.090
54 H -1.752 3.953 3.818  C27 1.090
55 C 1.523 -0.099 3.445  C56 1.401, C81 1.400, H82 1.090
56 C 0.552 -1.055 3.772  C55 1.401, C57 1.393, H83 1.091
57 C 0.244 -2.065 2.864  C56 1.393, C58 1.399, H84 1.093
58 C 0.883 -2.116 1.621  C57 1.399, C59 1.509, C80 1.399
59 C 0.507 -3.244 0.692  C58 1.509, N60 1.468, H85 1.100, H86 1.101
60 N 1.098 -3.129 -0.647  C59 1.468, C61 1.446, C78 1.376
61 C 1.882 -4.275 -1.053  N60 1.446, C62 1.509, H87 1.095, H88 1.104
62 C 2.786 -3.953 -2.218  C61 1.509, N63 1.440, H89 1.103, H90 1.096
63 N 2.123 -3.148 -3.210  C62 1.440, C64 1.440, C79 1.361
64 C 2.693 -3.215 -4.531  N63 1.440, C65 1.510, H91 1.096, H92 1.104
65 C 2.321 -2.022 -5.379  C64 1.510, N66 1.444, H93 1.104, H94 1.095
66 N 0.941 -1.641 -5.195  C65 1.444, C67 1.466, C74 1.373
67 C 0.373 -0.815 -6.265  N66 1.466, C68 1.508, H95 1.102, H96 1.100
68 C -0.871 -1.412 -6.874  C67 1.508, C69 1.398, C73 1.399
69 C -1.601 -0.623 -7.768  C68 1.398, C70 1.393, H97 1.093
70 C -2.740 -1.134 -8.385  C69 1.393, C71 1.401, H98 1.091
71 C -3.148 -2.447 -8.118  C70 1.401, C72 1.399, H99 1.090
72 C -2.414 -3.242 -7.231  C71 1.399, C73 1.400, H100 1.091
73 C -1.267 -2.728 -6.616  C68 1.399, C72 1.400, H101 1.092
74 C 0.384 -1.642 -3.940  N66 1.373, C75 1.410, C79 1.418
75 C -0.777 -0.917 -3.601  C74 1.410, N76 1.336, H102 1.092
76 N -1.201 -0.823 -2.338  C75 1.336, C77 1.338
77 C -0.597 -1.498 -1.353  N76 1.338, C78 1.411, H103 1.092
78 C 0.500 -2.347 -1.608  N60 1.376, C77 1.411, C79 1.419
79 C 1.024 -2.398 -2.925  N63 1.361, C74 1.418, C78 1.419
80 C 1.865 -1.175 1.297  C58 1.399, C81 1.402, H104 1.093
81 C 2.181 -0.160 2.211  C55 1.400, C80 1.402, H105 1.091
82 H 1.772 0.689 4.157  C55 1.090
83 H 0.041 -1.022 4.735  C56 1.091
84 H -0.499 -2.834 3.091  C57 1.093
85 H 0.861 -4.196 1.115  C59 1.100
86 H -0.589 -3.323 0.614  C59 1.101
87 H 2.488 -4.584 -0.195  C61 1.095
88 H 1.221 -5.119 -1.319  C61 1.104
89 H 3.685 -3.428 -1.851  C62 1.103
90 H 3.120 -4.881 -2.696  C62 1.096
91 H 3.783 -3.271 -4.430  C64 1.096
92 H 2.359 -4.139 -5.033  C64 1.104
93 H 2.993 -1.177 -5.149  C65 1.104
94 H 2.455 -2.274 -6.436  C65 1.095
95 H 0.170 0.203 -5.896  C67 1.102
96 H 1.151 -0.720 -7.038  C67 1.100
97 H -1.251 0.394 -7.962  C69 1.093
98 H -3.302 -0.510 -9.082  C70 1.091
99 H -4.034 -2.853 -8.606  C71 1.090
100 H -2.719 -4.267 -7.017  C72 1.091
101 H -0.677 -3.351 -5.939  C73 1.092
102 H -1.342 -0.390 -4.373  C75 1.092
103 H -0.988 -1.372 -0.341  C77 1.092
104 H 2.382 -1.235 0.336  C80 1.093
105 H 2.944 0.574 1.949  C81 1.091

Atom charges from the Löwdin analysis, given in e for atoms 1 to 8:
1. C -0.053
2. N -0.181
3. C -0.051
4. C -0.206
5. C -0.002
6. C -0.007
7. C -0.171
8. C -0.062

Please write out number 1 again, unchanged.
A 3-piece molecular cluster, C4H13NO2 overall in a non-equilibrium geometry. Source: OMol25; level of theory: the ωB97M-V functional and the def2-TZVPD basis.

Multiplicity: 1
LUMO in eV: 0.6018
SMILES string: C1CCNC1.O.O
HOMO level in eV: -8.10
M in g mol⁻¹: 107.2

Last columns: bonded neighbours and bond lengths (Å).
Cartesian coordinates (Å):
1 C -0.490 -0.177 -0.112  C2 1.522, C5 1.542, H6 1.092, H7 1.096
2 C 0.653 0.619 -0.724  C1 1.522, C3 1.549, H8 1.088, H9 1.109
3 C 0.032 2.037 -0.701  C2 1.549, N4 1.483, H10 1.091, H11 1.091
4 N -0.862 2.076 0.480  C3 1.483, C5 1.479, H12 1.007
5 C -1.156 0.708 0.962  C1 1.542, N4 1.479, H13 1.095, H14 1.083
6 H -0.263 -1.132 0.368  C1 1.092
7 H -1.187 -0.582 -0.855  C1 1.096
8 H 0.866 0.231 -1.718  C2 1.088
9 H 1.508 0.436 -0.041  C2 1.109
10 H 0.748 2.852 -0.584  C3 1.091
11 H -0.597 2.232 -1.572  C3 1.091
12 H -0.476 2.532 1.291  N4 1.007
13 H -2.200 0.415 0.816  C5 1.095
14 H -0.842 0.433 1.960  C5 1.083
15 O -0.878 -3.063 -0.830  H16 0.963, H17 0.957
16 H -1.093 -3.075 -1.768  O15 0.963
17 H -1.077 -3.918 -0.447  O15 0.957
18 O 2.236 -0.978 0.938  H19 0.966, H20 0.964
19 H 3.002 -0.404 1.063  O18 0.966
20 H 2.630 -1.827 0.704  O18 0.964

Atom charges from the natural (NBO) analysis, given in e for atoms 1 to 8:
1. C -0.412
2. C -0.447
3. C -0.223
4. N -0.637
5. C -0.238
6. H 0.230
7. H 0.192
8. H 0.203

Number 1 is which compound? C4H13NO2